95
Properties=species:S:1:pos:R:3 method="wB97M-V/def2-TZVPD" energy_ha=-13516.73728 spin_multiplicity=1 e_homo_ev=-5.67 homo_lumo_gap_ev=1.77
C 3.375 0.975 2.954
C 4.038 1.599 1.731
C 3.270 1.337 0.458
Cl 4.006 2.292 -0.848
O 1.946 1.794 0.644
C 1.049 1.256 -0.179
O 1.233 0.341 -0.954
O -0.147 1.858 0.002
C -0.638 2.471 -1.187
C -2.154 2.328 -1.298
C -2.702 0.994 -0.827
C -3.803 1.102 0.245
C -3.196 0.771 1.604
C -3.271 1.788 2.747
C -3.154 3.251 2.328
S -2.051 4.177 3.446
C -0.779 4.681 2.390
N 0.344 5.052 2.810
N 1.094 5.364 1.683
C 0.355 5.151 0.697
O -0.869 4.730 1.047
H 3.388 1.663 3.784
H 3.892 0.060 3.231
H 2.342 0.699 2.782
H 5.013 1.167 1.611
H 4.190 2.663 1.835
H 3.321 0.283 0.248
H -0.203 2.070 -2.095
H -0.412 3.519 -1.186
H -2.398 2.359 -2.454
H -2.663 3.165 -0.858
H -1.897 0.295 -0.488
H -3.149 0.505 -1.680
H -4.513 0.325 0.012
H -4.358 2.027 0.227
H -3.692 -0.126 1.963
H -2.151 0.524 1.436
H -4.146 1.620 3.354
H -2.436 1.581 3.405
H -4.117 3.716 2.428
H -2.787 3.366 1.324
H 0.678 5.290 -0.307
Be -1.394 -1.078 1.257
C 7.201 -3.456 -1.975
C 6.692 -2.227 -1.801
C 6.328 -1.712 -0.438
O 5.887 -0.583 -0.349
C 6.512 -2.585 0.706
C 7.014 -3.811 0.528
C 7.406 -4.323 -0.829
O 7.872 -5.444 -0.897
O 7.203 -4.664 1.534
O 6.476 -1.389 -2.803
H 7.469 -3.839 -2.949
H 6.230 -2.220 1.688
H 7.577 -5.471 1.129
H 6.106 -0.575 -2.412
C 0.597 -4.182 6.077
C -0.248 -3.004 5.635
C -1.732 -3.254 5.561
O -2.128 -2.294 4.543
C -1.088 -2.117 3.778
O -1.154 -1.513 2.708
O 0.012 -2.626 4.239
H -0.013 -5.065 6.272
H 1.340 -4.436 5.327
H 1.120 -3.947 7.001
H -0.025 -2.127 6.244
H -2.251 -3.066 6.495
H -1.984 -4.251 5.201
C 4.934 -4.296 4.094
Br 4.986 -4.497 6.008
Br 3.674 -5.500 3.279
Br 4.599 -2.470 3.579
H 5.912 -4.556 3.716
C -3.716 0.869 -5.823
C -3.976 2.110 -5.021
O -4.021 2.090 -3.784
N -4.169 3.266 -5.688
C -4.153 3.472 -7.124
H -3.587 0.027 -5.153
H -4.554 0.642 -6.481
H -2.807 0.981 -6.416
H -4.344 4.060 -5.094
H -3.379 4.198 -7.379
H -5.119 3.866 -7.445
H -3.958 2.544 -7.648
C -6.718 -2.096 -6.088
C -5.323 -2.496 -6.624
O -5.025 -3.703 -6.560
O -4.630 -1.545 -7.068
H -7.263 -2.965 -5.718
H -6.610 -1.376 -5.273
H -7.301 -1.630 -6.885
Br -2.324 4.179 -2.943

***

78
Properties=species:S:1:pos:R:3 method="wB97M-V/def2-TZVPD" energy_ha=-2735.57294 total_charge=-2 spin_multiplicity=1 e_homo_ev=-1.49 homo_lumo_gap_ev=5.76
Li -0.503 -0.351 -0.344
S -2.693 3.783 1.692
C -2.346 2.977 3.158
C -1.631 1.836 2.941
C -1.287 1.533 1.565
C -1.833 2.530 0.806
C -1.785 2.635 -0.659
C -2.339 3.718 -1.355
C -2.260 3.757 -2.730
C -1.631 2.721 -3.404
C -1.109 1.685 -2.647
N -1.183 1.633 -1.316
H -2.694 3.377 4.101
H -1.348 1.203 3.776
H -2.826 4.516 -0.809
H -2.692 4.591 -3.274
H -1.553 2.701 -4.484
H -0.611 0.830 -3.088
C 3.945 -1.988 1.776
C 3.679 -0.633 2.452
C 4.313 -0.651 3.845
P 1.879 -0.172 2.199
C 0.931 -0.778 3.665
C 1.158 -2.275 3.862
C 1.020 -0.017 4.986
C 1.883 1.682 2.421
C 2.020 2.332 1.041
C 2.873 2.329 3.386
H 5.016 -2.133 1.598
H 3.420 -2.082 0.827
H 3.602 -2.805 2.414
H 4.194 0.131 1.854
H 3.867 -1.433 4.463
H 4.210 0.290 4.378
H 5.385 -0.874 3.770
H -0.085 -0.670 3.268
H 2.171 -2.487 4.219
H 0.978 -2.818 2.933
H 0.460 -2.660 4.612
H 2.019 -0.061 5.428
H 0.325 -0.460 5.709
H 0.743 1.032 4.876
H 0.867 1.891 2.763
H 3.031 2.192 0.641
H 1.828 3.408 1.108
H 1.312 1.911 0.327
H 3.906 2.149 3.077
H 2.765 1.979 4.412
H 2.728 3.415 3.393
C -2.573 -3.882 -3.575
Te -0.892 -2.591 -2.964
C -2.572 -1.568 -2.124
C -3.707 -1.757 -3.092
C -4.705 -0.811 -3.284
C -5.702 -1.019 -4.233
C -5.700 -2.181 -4.991
C -4.706 -3.135 -4.793
C -3.709 -2.939 -3.846
H -2.799 -4.506 -2.707
H -2.352 -4.526 -4.428
H -2.349 -0.517 -1.963
H -2.746 -2.037 -1.154
H -4.687 0.103 -2.701
H -6.468 -0.268 -4.385
H -6.463 -2.343 -5.744
H -4.698 -4.042 -5.389
C 2.798 -0.241 -1.572
C 1.742 -0.904 -2.455
C 1.870 -0.374 -3.890
O 0.482 -0.698 -1.940
H 3.816 -0.510 -1.881
H 2.648 -0.537 -0.534
H 2.694 0.847 -1.622
H 1.991 -1.989 -2.491
H 1.749 0.714 -3.886
H 1.096 -0.803 -4.526
H 2.850 -0.608 -4.323
Cl -1.030 -2.296 0.861

***

87
Properties=species:S:1:pos:R:3 method="wB97M-V/def2-TZVPD" energy_ha=-3719.90575 s2=2.03 relative_energy_kcal_mol=18.1 spin_multiplicity=3 e_homo_ev="-4.27 / -7.07" homo_lumo_gap_ev="4.69 / 7.16"
Ti -0.309 0.947 0.907
O -1.438 -0.553 1.153
C -2.688 -0.735 1.472
C -3.222 -2.036 1.525
C -4.540 -2.242 1.856
C -5.387 -1.166 2.159
C -4.869 0.109 2.124
C -3.530 0.348 1.788
C -3.050 1.726 1.801
N -1.864 2.108 1.549
C -1.585 3.556 1.612
C -0.120 3.720 1.965
N 0.605 2.825 1.090
C 1.878 3.211 0.805
C 2.682 2.580 -0.182
C 3.975 3.062 -0.482
C 4.699 2.592 -1.561
C 4.134 1.624 -2.394
C 2.877 1.102 -2.093
C 2.164 1.518 -0.971
O 0.985 0.967 -0.673
H -2.557 -2.859 1.289
H -4.928 -3.253 1.885
H -6.423 -1.334 2.420
H -5.501 0.959 2.361
H -3.787 2.483 2.079
H -2.230 4.047 2.344
H -1.768 3.990 0.631
H 0.027 3.461 3.027
H 0.188 4.761 1.837
H 2.281 4.096 1.292
H 4.385 3.847 0.147
H 5.684 2.990 -1.772
H 4.668 1.277 -3.272
H 2.428 0.346 -2.729
C 3.645 -1.607 -0.300
N 2.392 -1.806 -1.029
C 2.554 -2.415 -2.337
P 0.959 -1.718 -0.254
O 1.100 -0.998 1.040
O -0.078 -1.266 -1.409
P -0.915 0.025 -1.938
O -1.506 1.019 -0.971
N -2.110 -0.890 -2.667
C -2.743 -1.987 -1.938
C -3.117 -0.078 -3.355
N -0.169 0.713 -3.209
C 0.115 -0.011 -4.433
C 0.031 2.156 -3.268
N 0.282 -3.209 0.038
C 0.156 -4.182 -1.040
C 0.601 -3.830 1.323
H 4.291 -0.942 -0.876
H 4.160 -2.562 -0.146
H 3.455 -1.147 0.665
H 3.314 -1.861 -2.894
H 1.626 -2.369 -2.906
H 2.877 -3.459 -2.272
H -2.023 -2.509 -1.314
H -3.168 -2.697 -2.652
H -3.552 -1.628 -1.294
H -2.651 0.764 -3.867
H -3.862 0.318 -2.657
H -3.629 -0.688 -4.101
H -0.013 -1.081 -4.293
H 1.144 0.183 -4.747
H -0.553 0.303 -5.243
H -0.209 2.608 -2.312
H -0.612 2.591 -4.041
H 1.071 2.386 -3.502
H -0.093 -3.696 -1.982
H -0.654 -4.875 -0.803
H 1.071 -4.770 -1.176
H 0.644 -3.075 2.101
H 1.555 -4.371 1.298
H -0.184 -4.545 1.574
I 4.225 0.939 4.653
C 2.166 0.776 4.404
C 1.333 0.529 5.476
C -0.018 0.418 5.228
C -0.477 0.557 3.928
N 0.325 0.807 2.901
C 1.634 0.908 3.130
H 1.728 0.421 6.477
H -0.719 0.218 6.027
H -1.530 0.454 3.700
H 2.269 1.104 2.277

***

81
Properties=species:S:1:pos:R:3 method="wB97M-V/def2-TZVPD" energy_ha=-2184.79576 relative_energy_kcal_mol=0.0 total_charge=-1 spin_multiplicity=1 e_homo_ev=-5.33 homo_lumo_gap_ev=7.94
Tl -0.078 0.704 0.940
O 2.190 2.814 -2.348
C 1.931 2.152 -1.330
O 1.228 2.476 -0.344
C 2.544 0.741 -1.283
C 3.459 0.346 -2.253
C 4.015 -0.920 -2.170
C 3.636 -1.753 -1.128
C 2.699 -1.292 -0.214
N 2.171 -0.070 -0.295
H 3.703 1.048 -3.037
H 4.732 -1.254 -2.911
H 4.037 -2.753 -1.021
H 2.341 -1.935 0.583
O -1.293 1.148 -1.215
P -1.690 0.741 -2.604
C -0.301 -0.160 -3.375
C -0.398 -0.573 -4.856
C 0.616 -1.677 -5.146
C 0.241 -2.976 -4.416
C -0.434 -2.687 -3.065
C 0.066 -1.373 -2.480
C -3.154 -0.341 -2.497
C -4.223 0.345 -1.610
C -5.390 0.862 -2.446
C -6.130 -0.299 -3.128
C -5.168 -1.442 -3.490
C -3.770 -0.904 -3.790
C -2.097 2.279 -3.513
C -2.566 2.170 -4.980
C -2.292 3.474 -5.726
C -0.784 3.743 -5.837
C -0.026 3.271 -4.584
C -0.930 3.284 -3.359
H 0.509 0.574 -3.279
H -0.207 0.289 -5.497
H -1.398 -0.935 -5.111
H 1.602 -1.334 -4.815
H 0.693 -1.855 -6.222
H 1.141 -3.575 -4.260
H -0.426 -3.572 -5.046
H -0.239 -3.494 -2.356
H -1.520 -2.649 -3.185
H 1.153 -1.425 -2.400
H -0.307 -1.247 -1.465
H -2.752 -1.168 -1.900
H -3.767 1.142 -1.021
H -4.584 -0.385 -0.881
H -5.012 1.555 -3.204
H -6.081 1.438 -1.826
H -6.634 0.063 -4.028
H -6.912 -0.679 -2.465
H -5.555 -2.008 -4.340
H -5.091 -2.144 -2.655
H -3.841 -0.147 -4.574
H -3.144 -1.703 -4.188
H -2.934 2.653 -2.910
H -3.633 1.941 -5.015
H -2.060 1.355 -5.502
H -2.779 4.293 -5.186
H -2.747 3.445 -6.719
H -0.620 4.812 -5.997
H -0.389 3.235 -6.722
H 0.856 3.880 -4.390
H 0.356 2.258 -4.735
H -1.348 4.289 -3.240
H -0.360 3.085 -2.451
C 0.393 -5.966 2.305
N -0.312 -4.843 1.727
C -1.655 -4.875 1.503
C -2.294 -3.827 0.965
C -1.518 -2.634 0.618
O -2.090 -1.642 0.128
N -0.180 -2.636 0.845
C 0.445 -3.693 1.391
O 1.658 -3.755 1.624
H -0.324 -6.760 2.514
H 0.894 -5.674 3.228
H 1.158 -6.336 1.622
H -2.158 -5.790 1.790
H -3.359 -3.837 0.790

***

90
Properties=species:S:1:pos:R:3 method="wB97M-V/def2-TZVPD" energy_ha=-3497.83430 relative_energy_kcal_mol=23.5 total_charge=-1 spin_multiplicity=1 e_homo_ev=-3.59 homo_lumo_gap_ev=5.79
Ca -0.377 0.129 0.875
C 0.825 -2.468 3.639
C 1.716 -1.288 3.368
C 3.001 -1.230 3.884
C 3.769 -0.101 3.603
C 3.259 0.912 2.829
C 1.937 0.807 2.323
N 1.204 -0.298 2.633
N 1.325 1.707 1.521
Si 1.559 3.391 1.648
C 3.047 4.049 0.678
C 0.043 4.280 0.984
C 1.767 3.945 3.433
H 0.451 -2.430 4.665
H 1.372 -3.402 3.507
H -0.016 -2.477 2.949
H 3.388 -2.046 4.479
H 4.781 -0.025 3.987
H 3.856 1.778 2.575
H 3.047 3.661 -0.344
H 3.993 3.752 1.137
H 3.033 5.142 0.625
H 0.007 4.305 -0.107
H 0.042 5.317 1.330
H -0.872 3.815 1.362
H 2.627 3.476 3.915
H 0.876 3.679 4.006
H 1.896 5.030 3.490
N -2.746 -5.010 -2.703
C -2.870 -4.324 -1.789
C -3.057 -3.454 -0.663
C -3.883 -3.809 0.397
C -4.031 -2.918 1.442
C -3.351 -1.709 1.393
N -2.547 -1.372 0.382
C -2.396 -2.232 -0.616
H -4.392 -4.764 0.393
H -4.664 -3.146 2.287
H -3.466 -0.973 2.178
H -1.718 -1.935 -1.405
O 0.099 -3.246 0.405
C 0.625 -2.150 0.199
C -2.136 1.099 -5.049
N -1.705 0.363 -3.873
C -0.912 -0.820 -4.188
P -1.312 1.228 -2.503
O -0.709 0.283 -1.524
N -2.733 1.976 -2.117
C -3.968 1.195 -2.106
C -2.700 2.948 -1.017
N -0.264 2.463 -2.828
C -0.635 3.747 -3.388
C 1.166 2.278 -2.599
H -2.676 0.426 -5.718
H -1.291 1.527 -5.604
H -2.808 1.907 -4.762
H -1.508 -1.500 -4.800
H -0.624 -1.329 -3.272
H 0.000 -0.567 -4.746
H -3.983 0.495 -2.937
H -4.814 1.879 -2.198
H -4.079 0.637 -1.170
H -1.742 3.460 -0.983
H -2.869 2.470 -0.048
H -3.486 3.691 -1.167
H -1.707 3.788 -3.564
H -0.114 3.918 -4.336
H -0.370 4.562 -2.705
H 1.378 1.241 -2.353
H 1.520 2.895 -1.772
H 1.720 2.550 -3.503
F -3.039 3.139 2.281
B -3.078 1.844 2.791
F -2.077 1.061 2.058
F -2.760 1.797 4.134
F -4.316 1.240 2.529
F 4.562 -7.142 0.892
C 3.986 -5.946 0.586
C 4.347 -4.829 1.309
C 3.757 -3.615 0.983
C 2.829 -3.508 -0.051
C 2.126 -2.220 -0.318
C 2.481 -4.669 -0.740
C 3.060 -5.893 -0.434
H 5.070 -4.914 2.109
H 4.014 -2.728 1.553
H 2.048 -2.006 -1.391
H 2.662 -1.379 0.134
H 1.737 -4.615 -1.524
H 2.792 -6.797 -0.965